P | This record from OMol25 describes one molecule with the formula C4H8N2. The level of theory is wB97M-V/def2-TZVPD.

Element x y z (Å)
C (-1.5610, -0.4202, -0.4683)
C (0.1237, -0.2493, -0.9449)
N (0.9505, 0.6504, -0.1735)
C (1.3841, 0.1021, 1.1013)
C (0.3344, -0.8122, 1.6012)
N (-0.6099, -1.4653, 1.4519)
H (-1.8253, 0.6209, -0.6052)
H (-2.2303, -0.7010, 0.3924)
H (-1.9292, -1.0795, -1.2462)
H (0.7361, -1.1624, -1.1074)
H (-0.0278, 0.2149, -1.9276)
H (0.4830, 1.5435, -0.0688)
H (1.6126, 0.9016, 1.8092)
H (2.2915, -0.4976, 0.9612)

Frontier orbital gap = 10.271 eV
Structure (SMILES) = CCNCC#N
Lowest unoccupied orbital energy = 0.9204 eV
HOMO = -9.35 eV

How is the electron density shared among the atoms? According to Löwdin, the charges in e are: -0.10, -0.21, -0.10, -0.21, -0.19, 0.13, 0.04, 0.05, 0.04, 0.11, 0.10, 0.11, 0.12, 0.12

***

Q | This record from OMol25 describes one molecule with the formula C4H8N2. The level of theory is wB97M-V/def2-TZVPD.

Element x y z (Å)
C (0.8739, 0.4721, -1.1888)
N (0.0882, 0.4721, 0.0372)
C (0.7465, -0.1257, 1.1856)
C (-1.3683, 0.1495, -0.1698)
C (-1.7899, -1.0326, 0.3192)
N (-2.1446, -1.9899, 0.8448)
H (1.8488, 0.9250, -0.9877)
H (0.3367, 1.0227, -1.9657)
H (0.9973, -0.5730, -1.4983)
H (0.8624, -1.1992, 0.9903)
H (0.1164, 0.0128, 2.0650)
H (1.7293, 0.3271, 1.3434)
H (-1.7079, 0.1624, -1.2043)
H (-0.4426, 1.4374, 0.1289)

Frontier orbital gap = 7.728 eV
Lowest unoccupied orbital energy = 0.4092 eV
HOMO = -7.32 eV

How is the electron density shared among the atoms? According to Löwdin, the charges in e are: -0.04, -0.29, -0.03, -0.22, -0.41, 0.10, 0.10, 0.10, 0.11, 0.11, 0.11, 0.10, 0.08, 0.19

***

R | This record from OMol25 describes a 2-piece molecular cluster, C4H8N2 overall. The level of theory is wB97M-V/def2-TZVPD.

Element x y z (Å)
C (1.9636, -0.2857, -0.0082)
N (1.6406, -1.3647, 0.7852)
C (0.6111, -1.1025, -0.2675)
C (-0.4983, -0.4055, 0.1010)
C (-1.8604, 0.0264, -0.1231)
N (-1.0431, 0.4705, 1.0427)
H (0.7390, 1.4662, -1.4060)
H (1.8610, 0.6814, 0.5234)
H (1.3312, -1.1846, 1.7499)
H (0.5716, -1.8022, -1.0949)
H (0.1836, 1.9482, -1.4915)
H (-2.6780, -0.6445, 0.1325)
H (-2.0799, 0.7553, -0.9075)
H (-0.7420, 1.4418, 0.9640)

Frontier orbital gap (spin up / spin down) = 7.756 / 7.499 eV
Lowest unoccupied orbital energy (spin up / spin down) = 0.2833 / 0.2363 eV
HOMO (spin up / spin down) = -7.47 / -7.26 eV

How is the electron density shared among the atoms? According to Löwdin, the charges in e are: -0.09, 0.00, -0.29, -0.28, -0.09, 0.07, 0.04, 0.05, 0.11, 0.13, 0.06, 0.10, 0.10, 0.10

***

S | This record from OMol25 describes one molecule with the formula C4H8N2. The level of theory is wB97M-V/def2-TZVPD.

Element x y z (Å)
C (1.8165, -0.5888, -0.1631)
C (1.3971, 0.8913, -0.0490)
C (0.4459, -0.1443, 0.3822)
N (-0.7238, -0.2389, -0.4119)
C (-2.0144, -0.5794, 0.1232)
N (-1.6669, 0.7890, 0.1313)
H (1.6985, -1.0032, -1.2271)
H (2.5798, -1.0255, 0.4150)
H (1.8726, 1.5606, 0.6931)
H (1.0272, 1.3950, -0.9201)
H (0.4328, -0.2323, 1.4408)
H (-2.1556, -1.1127, 1.0300)
H (-2.6438, -1.0324, -0.7671)
H (-2.0659, 1.3216, -0.6772)

Frontier orbital gap = 10.840 eV
Structure (SMILES) = C1CC1N1CN1
Lowest unoccupied orbital energy = 1.2701 eV
HOMO = -9.57 eV

How is the electron density shared among the atoms? According to Löwdin, the charges in e are: -0.07, -0.13, -0.38, -0.07, -0.22, 0.02, 0.12, 0.07, 0.11, 0.09, 0.13, 0.09, 0.14, 0.11

***

The energy of each structure relative to the most stable one, in eV, is as follows: P 0.000; Q 0.978; R 4.087; S 0.890.

***

P | This record from OMol25 describes one molecule with the formula C4H8N2. The level of theory is wB97M-V/def2-TZVPD.

Element x y z (Å)
C (-0.7396, 0.6909, -1.7413)
N (0.1836, 0.3894, -0.6941)
C (0.0015, -1.0002, -0.3117)
C (0.3930, -1.1241, 1.2138)
C (0.3875, 0.3298, 1.4508)
N (0.0987, 1.0435, 0.4668)
H (-1.7412, 0.5517, -1.1977)
H (-0.5257, 1.6549, -2.2882)
H (-0.9733, -0.1325, -2.7110)
H (0.6333, -1.5040, -0.9269)
H (-1.1472, -1.3052, -0.7301)
H (1.4536, -1.7363, 1.4705)
H (-0.2073, -1.6507, 1.8895)
H (0.2776, 0.7126, 2.4158)

Frontier orbital gap = 9.430 eV
Structure (SMILES) = CN1CCC=N1
Lowest unoccupied orbital energy = 1.0616 eV
HOMO = -8.37 eV

How is the electron density shared among the atoms? According to Löwdin, the charges in e are: -0.13, -0.28, -0.18, -0.13, -0.19, 0.05, 0.08, 0.08, 0.15, 0.06, 0.16, 0.16, 0.07, 0.09

***

Q | This record from OMol25 describes C4H8N2 as an isolated structure. The level of theory is wB97M-V/def2-TZVPD.

Element x y z (Å)
C (-2.0351, -0.1487, 0.2825)
C (-1.1659, -1.1419, -0.0116)
C (-0.9552, 0.8147, 0.6290)
C (-0.0494, -0.3310, 0.2381)
N (2.2903, -0.0840, 0.0590)
N (1.1750, -0.8294, 0.4550)
H (-3.0235, -0.0093, 0.2203)
H (-1.4369, -2.0094, -0.4394)
H (-0.8257, 1.7350, 0.1134)
H (-1.0624, 1.0705, 1.6473)
H (0.4587, 0.0833, -1.7257)
H (2.0182, 0.2818, -0.9372)
H (2.3154, 0.8194, 0.5270)
H (1.1037, -1.7819, 0.5199)

Frontier orbital gap (spin up / spin down) = 7.740 / 7.741 eV
Lowest unoccupied orbital energy (spin up / spin down) = 0.1812 / 0.1815 eV
HOMO (spin up / spin down) = -7.56 / -7.56 eV

How is the electron density shared among the atoms? According to Löwdin, the charges in e are: -0.01, -0.05, -0.12, -0.34, -0.01, -0.09, 0.07, 0.08, 0.10, 0.10, 0.08, 0.02, 0.07, 0.11

***

The energy of each structure relative to the most stable one, in eV, is as follows: P 0.000; Q 2.957.

***

P | This record from OMol25 describes a 2-piece molecular cluster, CH5BrN2 overall. The level of theory is wB97M-V/def2-TZVPD.

Element x y z (Å)
C (0.1691, 1.2509, -0.1480)
N (0.8303, -1.9714, -0.1003)
N (-0.7169, 0.4328, 0.5216)
Br (-2.3739, -0.0288, -0.0542)
H (-0.3859, 1.8630, -0.7999)
H (0.6655, 1.7353, 0.6119)
H (0.9051, 0.6687, -0.7533)
H (0.7490, -1.2345, 0.5996)
H (0.1579, -2.7161, 0.1226)

Frontier orbital gap (spin up / spin down) = 8.709 / 8.807 eV
Lowest unoccupied orbital energy (spin up / spin down) = -0.8216 / -0.5612 eV
HOMO (spin up / spin down) = -9.53 / -9.37 eV

How is the electron density shared among the atoms? According to Löwdin, the charges in e are: -0.27, 0.09, -0.58, 0.64, 0.05, 0.06, 0.10, -0.06, -0.02

***

Q | This record from OMol25 describes a 2-piece molecular cluster, CH5BrN2 overall. The level of theory is wB97M-V/def2-TZVPD.

Element x y z (Å)
C (-1.1736, -0.6407, -1.0389)
N (0.1941, 0.5285, 0.4990)
N (-0.9001, -0.1027, 0.2291)
Br (4.3435, 1.0198, 2.7741)
H (-0.3792, -1.0966, -1.4874)
H (-2.0627, -1.2811, -0.9113)
H (-1.5013, 0.2945, -1.6497)
H (0.3519, 0.8704, 1.5424)
H (1.1272, 0.4080, 0.0427)

Frontier orbital gap (spin up / spin down) = 10.288 / 2.902 eV
Lowest unoccupied orbital energy (spin up / spin down) = 0.9892 / -3.9284 eV
HOMO (spin up / spin down) = -9.30 / -6.83 eV

How is the electron density shared among the atoms? According to Löwdin, the charges in e are: -0.17, -0.06, -0.19, -0.02, 0.03, 0.08, 0.11, 0.14, 0.10

***

The energy of each structure relative to the most stable one, in eV, is as follows: P 0.959; Q 0.000.